Entry one
{"formula": "C4H10N2O", "method": "ωB97M-V with the def2-TZVPD basis set", "smiles": "[H]/N=C(\\C)C=O.CN", "e_homo_ev": -9.302, "multiplicity": 1, "charge": 0, "symbols": ["C", "N", "C", "O", "H", "H", "H", "H", "H", "C", "C", "N", "H", "H", "H", "H", "H"], "positions_angstrom": [[-1.6895, 0.1271, -0.9612], [-2.1300, -1.1566, -0.5219], [0.8063, -0.5647, -0.7801], [0.5271, -1.6831, -0.3904], [-1.6565, -1.4244, 0.3359], [-1.9048, -1.8774, -1.2009], [1.1821, -0.3138, -1.7812], [-2.0197, 0.3183, -1.9799], [-2.0987, 0.8996, -0.3079], [1.0927, 0.2623, 1.6980], [1.2766, 0.5976, 0.2548], [1.8528, 1.5917, -0.2630], [2.1943, 2.2860, 0.4031], [-0.5163, 0.4791, -0.7484], [1.9454, -0.2957, 2.0854], [0.9102, 1.1409, 2.3169], [0.2281, -0.3868, 1.8409]]}

---

Entry two
{"formula": "C4H10N2O", "method": "ωB97M-V with the def2-TZVPD basis set", "smiles": "[H]/N=C(\\[O-])[N+](C)(C)C", "e_homo_ev": -8.659, "multiplicity": 1, "charge": 0, "symbols": ["C", "N", "C", "O", "N", "C", "C", "H", "H", "H", "H", "H", "H", "H", "H", "H", "H"], "positions_angstrom": [[-1.5134, -0.3114, 0.2124], [-0.8328, 1.9286, 0.2469], [0.3466, 1.4688, 0.0509], [1.5125, 1.8189, -0.0771], [0.0816, -0.1237, -0.0327], [0.9206, -0.7960, 1.0164], [0.5602, -0.6204, -1.3593], [-1.7174, -1.2316, -0.3117], [-1.6434, -0.3964, 1.2928], [-2.2805, 0.4285, -0.1015], [-0.8747, 2.9252, 0.2974], [0.7843, -1.8814, 0.9677], [0.6309, -0.4282, 2.0017], [1.9861, -0.5613, 0.8695], [0.0056, -0.1120, -2.1474], [1.6295, -0.4054, -1.4992], [0.4043, -1.7021, -1.4267]]}

---

Winner for stability: entry two